{"formula": "C26H48AuOP2", "method": "ωB97M-V/def2-TZVPD", "elements": ["Au", "C", "C", "C", "C", "C", "C", "H", "H", "H", "C", "H", "H", "H", "C", "H", "H", "H", "C", "H", "H", "H", "C", "H", "H", "H", "C", "C", "C", "C", "C", "C", "C", "C", "H", "H", "H", "H", "H", "H", "H", "H", "H", "H", "H", "H", "P", "C", "H", "H", "H", "C", "H", "H", "H", "C", "H", "H", "H", "P", "C", "H", "H", "H", "C", "H", "H", "H", "C", "H", "H", "H", "C", "C", "O", "H", "H", "H"], "xyz": [[0.0000, 0.0000, 0.0000], [-0.6536, -1.8924, -1.0962], [-0.0860, -0.9723, -2.0759], [1.6513, -1.4147, -0.5609], [0.4509, -2.2198, -0.1989], [1.3265, -0.6584, -1.7614], [-1.9471, -2.7109, -1.2661], [-2.7341, -2.1218, -1.7354], [-2.3328, -3.0700, -0.3158], [-1.7655, -3.5813, -1.8962], [0.4777, -3.3878, 0.8038], [-0.4954, -3.8575, 0.9233], [0.8353, -3.0871, 1.7859], [1.1554, -4.1623, 0.4459], [3.0571, -1.6171, 0.0305], [3.6203, -2.3420, -0.5564], [3.0107, -1.9866, 1.0545], [3.6220, -0.6879, 0.0464], [2.4748, -0.3051, -2.7440], [2.7514, -1.2054, -3.2928], [3.3730, 0.0050, -2.2134], [2.2775, 0.4485, -3.4977], [-0.6296, -1.0993, -3.5183], [-0.4341, -2.1129, -3.8682], [-0.1284, -0.4654, -4.2457], [-1.7067, -0.9773, -3.5833], [-2.2219, 2.7259, -1.3616], [-2.6063, 1.7385, -2.1937], [-3.1905, 1.9962, -3.5665], [-2.0928, 2.4364, -4.5484], [-0.6985, 2.5296, -3.9042], [-0.3670, 3.5468, -3.1244], [-1.3433, 4.6581, -2.7357], [-2.3724, 4.2019, -1.6916], [-3.9628, 2.7628, -3.4991], [-2.3620, 3.4127, -4.9491], [-3.7140, 1.1060, -3.9149], [-3.3838, 4.3984, -2.0479], [-1.7408, 2.6235, -0.4168], [-2.5325, 0.6981, -2.0139], [-2.2847, 4.7847, -0.7747], [-0.8058, 5.5534, -2.4281], [0.6493, 3.7982, -2.9479], [-1.8716, 5.0019, -3.6235], [-2.0813, 1.8353, -5.4543], [0.0735, 1.9559, -4.3420], [-1.8203, -0.2667, 1.5173], [-1.8968, -1.8888, 2.5055], [-2.6732, -1.8370, 3.2682], [-0.9658, -2.1127, 3.0206], [-2.1483, -2.7238, 1.8588], [-2.0771, 0.8746, 3.0083], [-2.8498, 0.4884, 3.6727], [-2.3843, 1.8683, 2.6838], [-1.1530, 0.9693, 3.5780], [-3.6664, -0.3963, 1.0646], [-4.0584, 0.5671, 0.7395], [-4.2595, -0.7048, 1.9253], [-3.8225, -1.1259, 0.2714], [1.3323, 1.8557, 0.4786], [2.9107, 2.2391, -0.5417], [3.2202, 3.2739, -0.3919], [2.7850, 2.0777, -1.6070], [3.7463, 1.5948, -0.2693], [0.8071, 3.5306, 1.2237], [0.5880, 4.2567, 0.4557], [1.5789, 4.0068, 1.8273], [-0.0671, 3.4039, 1.8613], [2.6023, 1.7770, 1.9307], [3.3015, 2.6144, 1.9318], [3.2029, 0.8681, 1.8827], [2.0980, 1.8074, 2.8974], [1.8113, -1.3914, 3.0239], [0.9422, -0.5009, 2.0921], [0.5986, 0.3594, 2.8278], [2.3298, -2.3385, 2.8239], [1.1792, -1.6877, 3.8909], [2.6309, -0.7663, 3.4408]], "lowdin_spin": [0.436, 0.155, 0.045, 0.127, 0.147, 0.179, 0.016, 0.001, 0.001, 0.008, 0.012, 0.000, 0.002, 0.005, 0.007, 0.004, 0.000, 0.001, 0.022, 0.011, 0.001, 0.001, 0.002, 0.002, 0.000, 0.000, -0.002, -0.001, 0.000, 0.000, 0.000, 0.000, 0.000, 0.000, 0.000, 0.000, 0.000, 0.000, -0.001, -0.001, 0.000, 0.000, 0.000, 0.000, 0.000, 0.000, 0.074, 0.008, 0.002, 0.001, 0.000, 0.015, 0.003, 0.000, 0.000, 0.015, 0.000, 0.003, 0.000, 0.065, 0.012, 0.002, 0.000, 0.001, 0.021, 0.000, 0.003, 0.000, 0.005, 0.001, 0.001, 0.000, 0.093, 0.362, 0.123, 0.000, 0.004, 0.004], "s_squared": 2.014, "de_lowest_kcal_mol": 88.6, "gap_ha": [0.2889, 0.2476], "energy_ev": -52044.6524, "total_charge": 1, "multiplicity": 3}

=====

{"formula": "C38H104N9O10Pd", "method": "ωB97M-V/def2-TZVPD", "elements": ["Pd", "C", "C", "O", "H", "H", "H", "H", "H", "C", "C", "C", "O", "C", "N", "H", "H", "H", "H", "H", "H", "H", "H", "H", "H", "H", "C", "C", "C", "O", "C", "N", "H", "H", "H", "H", "H", "H", "H", "H", "H", "H", "H", "C", "C", "C", "O", "C", "N", "H", "H", "H", "H", "H", "H", "H", "H", "H", "H", "H", "C", "C", "C", "O", "C", "N", "H", "H", "H", "H", "H", "H", "H", "H", "H", "H", "H", "C", "C", "C", "O", "C", "N", "H", "H", "H", "H", "H", "H", "H", "H", "H", "H", "H", "C", "C", "C", "O", "C", "N", "H", "H", "H", "H", "H", "H", "H", "H", "H", "H", "H", "C", "C", "C", "O", "C", "N", "H", "H", "H", "H", "H", "H", "H", "H", "H", "H", "H", "C", "C", "C", "O", "C", "N", "H", "H", "H", "H", "H", "H", "H", "H", "H", "H", "H", "C", "C", "C", "O", "C", "N", "H", "H", "H", "H", "H", "H", "H", "H", "H", "H", "H"], "xyz": [[-3.5523, 0.8781, -0.9723], [0.6791, -0.6338, -0.9962], [-0.2966, -0.4022, 0.1488], [-1.6110, 0.0771, -0.1496], [0.8253, 0.1944, -1.6896], [0.3740, -1.5126, -1.5642], [1.6514, -0.8185, -0.5394], [0.2450, 0.3105, 0.7708], [-0.3306, -1.3300, 0.7199], [6.7763, 1.6188, 1.0178], [5.6081, 2.4186, 1.4775], [5.1219, 2.1170, 2.9271], [4.7433, 0.7686, 3.0629], [3.5801, 0.3017, 2.2911], [5.8775, 3.8049, 1.3303], [7.5630, 1.9308, 1.7047], [7.1471, 1.9375, 0.0436], [6.7474, 0.5298, 0.9819], [4.8254, 2.2095, 0.7482], [4.2775, 2.7407, 3.2207], [5.9198, 2.4575, 3.5870], [3.8384, -0.0452, 1.2906], [2.8807, 1.1334, 2.2062], [3.1486, -0.5276, 2.8516], [6.0348, 4.0959, 0.3760], [5.0440, 4.2373, 1.7023], [-0.4544, -5.2900, -3.2710], [0.4557, -4.9271, -2.0711], [1.6284, -3.9724, -2.3822], [2.3365, -3.6849, -1.1954], [3.6912, -3.2531, -1.3989], [-0.3477, -4.3556, -0.9881], [0.1615, -5.5127, -4.1423], [-1.1107, -4.4680, -3.5569], [-1.1115, -6.1239, -3.0241], [0.7717, -5.9075, -1.7145], [1.3503, -3.0447, -2.8824], [2.3245, -4.5338, -3.0055], [4.1932, -2.9467, -0.4811], [3.6949, -2.3821, -2.0542], [4.2175, -4.0428, -1.9350], [0.3394, -4.0604, -0.3092], [-0.6287, -3.4167, -1.2322], [1.7626, 3.7749, -0.5883], [2.1743, 4.0806, 0.8687], [3.0096, 5.3461, 1.0085], [3.5997, 5.5003, 2.3011], [4.2227, 6.8282, 2.4121], [0.9836, 4.2259, 1.7004], [0.9827, 4.4459, -0.9484], [1.5017, 2.7290, -0.7500], [2.6592, 3.9630, -1.1788], [2.6781, 3.2672, 1.3908], [2.4530, 6.2199, 0.6696], [3.8450, 5.3351, 0.3085], [4.9742, 7.0030, 1.6421], [4.7448, 7.0581, 3.3409], [3.4464, 7.5831, 2.2877], [1.2570, 4.6250, 2.5870], [0.2997, 4.8108, 1.2418], [0.1151, -6.9898, 3.6340], [-0.3704, -5.9796, 2.6638], [0.2101, -4.5591, 2.8738], [1.6501, -4.6745, 2.7001], [2.3387, -3.4460, 2.9011], [0.0620, -6.4942, 1.3792], [1.2000, -7.0897, 3.6664], [-0.1860, -8.0076, 3.3856], [-0.1203, -6.6794, 4.6521], [-1.4541, -5.8675, 2.6979], [-0.0270, -4.2429, 3.8897], [-0.1991, -3.7948, 2.2132], [3.0688, -3.4476, 3.7105], [1.7599, -2.5466, 3.1111], [2.8761, -3.1744, 1.9925], [-0.3057, -5.8888, 0.6592], [1.0231, -6.1866, 1.3368], [-2.6857, -1.2802, 3.1143], [-3.2652, -2.5665, 2.4713], [-4.6346, -3.0078, 2.9633], [-4.6249, -3.1837, 4.4368], [-3.9498, -4.2862, 4.8616], [-3.3770, -2.3832, 1.0842], [-2.8579, -1.1375, 4.1811], [-2.9748, -0.3039, 2.7251], [-1.6193, -1.2031, 2.9024], [-2.6069, -3.3962, 2.7288], [-4.9558, -3.8413, 2.3387], [-5.2473, -2.1268, 2.7726], [-3.9935, -4.2584, 5.9504], [-2.9084, -4.3031, 4.5402], [-4.3419, -5.2697, 4.6028], [-2.5460, -1.9620, 0.6942], [-4.0242, -1.6111, 1.0128], [0.1179, 1.1744, 3.7885], [-1.1074, 2.0343, 3.8627], [-0.9512, 3.3135, 4.6128], [-2.1250, 4.1392, 4.3443], [-2.4768, 4.9891, 5.4225], [-1.3458, 2.3943, 2.5033], [1.0574, 1.7153, 3.6746], [-0.0696, 0.4534, 2.9927], [0.1876, 0.6166, 4.7224], [-1.9644, 1.5490, 4.3296], [-0.0553, 3.8781, 4.3547], [-0.9051, 3.0717, 5.6746], [-1.6226, 5.6366, 5.6203], [-2.6938, 4.3626, 6.2877], [-3.2912, 5.6840, 5.2178], [-1.3895, 1.5475, 1.9546], [-0.5564, 2.8863, 2.1098], [-2.0949, -1.0968, -3.9047], [-3.6378, -1.0216, -3.7854], [-4.4944, -2.1913, -4.4839], [-5.8846, -1.9409, -4.1635], [-6.7743, -2.9025, -4.7350], [-3.8609, -0.8539, -2.3505], [-1.6023, -0.2859, -3.3681], [-1.8240, -1.0787, -4.9603], [-1.7341, -2.0270, -3.4657], [-4.0147, -0.1400, -4.3039], [-4.1823, -3.1495, -4.0685], [-4.2669, -2.0616, -5.5420], [-7.7857, -2.6364, -4.4278], [-6.6999, -3.9305, -4.3804], [-6.9132, -2.8878, -5.8161], [-3.4322, -1.6955, -1.9926], [-4.8420, -1.0737, -2.2549], [4.6444, 1.1273, -2.6139], [4.6656, 1.5061, -4.0353], [3.4034, 0.8440, -4.6818], [2.2383, 1.3844, -4.0252], [1.0129, 0.8658, -4.5627], [4.5337, 2.9315, -4.1043], [3.8102, 1.5409, -2.0472], [5.4414, 1.6097, -2.0479], [4.5460, 0.0538, -2.4528], [5.5399, 1.1468, -4.5780], [3.3941, -0.2414, -4.5822], [3.3391, 1.0900, -5.7418], [0.1901, 1.3985, -4.0860], [0.9725, -0.1958, -4.3187], [0.8074, 1.0094, -5.6234], [4.5530, 3.2893, -5.0486], [3.5737, 3.1036, -3.8418], [-5.8391, 3.7146, -3.3548], [-4.7981, 2.6292, -3.0700], [-3.4417, 3.2482, -2.6658], [-2.5281, 2.2723, -2.3309], [-1.2628, 2.9016, -2.0565], [-5.3885, 1.7693, -2.0364], [-5.2630, 4.5758, -3.6930], [-6.5160, 3.9523, -2.5342], [-6.5300, 3.4519, -4.1559], [-4.8188, 2.0459, -3.9906], [-3.6272, 4.0121, -1.9107], [-3.0198, 3.7902, -3.5122], [-0.4608, 2.1661, -1.9952], [-1.1658, 3.3551, -1.0701], [-0.9798, 3.5317, -2.8997], [-5.9405, 2.2255, -1.3243], [-6.1027, 1.2462, -2.5225]], "lowdin_spin": [1.039, 0.002, 0.070, 0.665, 0.000, 0.001, -0.001, 0.031, 0.020, 0.000, 0.000, 0.000, 0.000, 0.000, 0.000, 0.000, 0.000, 0.000, 0.000, 0.000, 0.000, 0.000, 0.000, 0.000, 0.000, 0.000, 0.000, 0.000, 0.000, 0.000, 0.000, 0.000, 0.000, 0.000, 0.000, 0.000, 0.000, 0.000, 0.000, 0.000, 0.000, 0.000, 0.000, 0.000, 0.000, 0.000, 0.000, 0.000, 0.000, 0.000, 0.000, 0.000, 0.000, 0.000, 0.000, 0.000, 0.000, 0.000, 0.000, 0.000, 0.000, 0.000, 0.000, 0.000, 0.000, 0.000, 0.000, 0.000, 0.000, 0.000, 0.000, 0.000, 0.000, 0.000, 0.000, 0.000, 0.000, 0.000, 0.000, 0.000, 0.000, 0.000, 0.000, 0.000, 0.000, 0.000, 0.000, 0.000, 0.000, 0.000, 0.000, 0.000, 0.000, -0.001, 0.001, 0.000, 0.000, 0.000, 0.000, 0.000, 0.000, 0.001, 0.000, 0.000, 0.000, 0.000, 0.000, 0.000, 0.000, -0.001, 0.000, -0.001, 0.006, 0.005, 0.000, 0.000, 0.062, -0.001, 0.000, 0.000, 0.000, 0.000, 0.001, 0.000, 0.000, 0.000, 0.000, -0.001, 0.000, 0.000, 0.000, 0.000, 0.000, 0.000, 0.000, 0.000, 0.000, 0.000, 0.000, 0.000, 0.000, 0.000, 0.000, 0.000, 0.000, 0.003, 0.002, 0.001, 0.029, 0.001, 0.059, 0.001, 0.000, 0.000, 0.000, 0.000, 0.000, 0.000, 0.000, 0.000, 0.002, 0.002], "s_squared": 2.011, "de_lowest_kcal_mol": 122.1, "gap_ha": [0.2965, 0.1899], "energy_ev": -78442.2263, "total_charge": 1, "multiplicity": 3}

=====

{"formula": "C21H52FNO11S", "method": "ωB97M-V/def2-TZVPD", "elements": ["C", "N", "C", "O", "S", "O", "O", "C", "C", "C", "F", "H", "H", "H", "H", "H", "H", "H", "H", "H", "H", "H", "H", "C", "O", "C", "C", "O", "C", "H", "H", "H", "H", "H", "H", "H", "H", "H", "H", "C", "O", "C", "C", "O", "C", "H", "H", "H", "H", "H", "H", "H", "H", "H", "H", "C", "O", "C", "C", "O", "C", "H", "H", "H", "H", "H", "H", "H", "H", "H", "H", "C", "O", "C", "C", "O", "C", "H", "H", "H", "H", "H", "H", "H", "H", "H", "H"], "xyz": [[-4.9177, 0.5855, -0.3795], [-4.6095, 1.9734, 0.0812], [-5.7495, 2.5754, 0.7597], [-6.6716, 3.1989, -0.1819], [-8.2035, 2.8616, 0.4590], [-8.6718, 4.0901, 1.1722], [-9.1722, 2.6477, -0.9064], [-10.4624, 2.1511, -0.5369], [-10.4613, 0.7978, 0.2459], [-9.3782, -0.2308, -0.1977], [-10.4059, 0.9752, 1.6420], [-5.9742, 0.3057, -0.1645], [-4.6640, 0.5474, -1.4658], [-4.2654, -0.1795, 0.1172], [-3.8339, 1.9024, 0.7421], [-6.2677, 1.7775, 1.3543], [-5.4276, 3.3606, 1.4819], [-10.9717, 2.9016, 0.1295], [-11.1252, 2.0574, -1.4329], [-11.4589, 0.3200, 0.0589], [-9.6504, -1.2395, 0.2083], [-8.3809, 0.0248, 0.2348], [-9.2721, -0.3337, -1.3001], [-0.4731, -1.4709, 3.0657], [0.4975, -1.2394, 2.0546], [-0.0849, -1.1033, 0.7631], [-0.1865, 0.3566, 0.3556], [-1.1003, 1.0685, 1.1824], [-0.4437, 1.8315, 2.1855], [0.0027, -1.3074, 4.0334], [-1.3256, -0.7948, 2.9767], [-0.8191, -2.5089, 3.0165], [-1.0627, -1.5929, 0.7218], [0.5768, -1.6164, 0.0577], [-0.5745, 0.4096, -0.6662], [0.7986, 0.8327, 0.3657], [-0.0110, 2.7340, 1.7422], [0.3397, 1.2584, 2.6866], [-1.1868, 2.1265, 2.9270], [6.6657, 2.5502, 0.0340], [5.8854, 1.3644, 0.0094], [4.9807, 1.2835, 1.1048], [3.5708, 1.6738, 0.6905], [3.4939, 3.0487, 0.3292], [3.5041, 3.2309, -1.0766], [7.1332, 2.6662, -0.9445], [6.0595, 3.4349, 0.2388], [7.4531, 2.4601, 0.7899], [5.3255, 1.8977, 1.9422], [4.9719, 0.2397, 1.4347], [2.9037, 1.5314, 1.5467], [3.2110, 1.0375, -0.1253], [2.5206, 2.9749, -1.4865], [4.2725, 2.6237, -1.5613], [3.7097, 4.2811, -1.2841], [2.8198, -2.0583, -3.5525], [1.7626, -1.1102, -3.5912], [2.2171, 0.2205, -3.3752], [2.3387, 0.9883, -4.6822], [3.3604, 0.4469, -5.5105], [2.8444, -0.3854, -6.5381], [2.4491, -2.9934, -3.9737], [3.6839, -1.7313, -4.1338], [3.1205, -2.2363, -2.5141], [3.1661, 0.2237, -2.8293], [1.4676, 0.7146, -2.7479], [2.6251, 2.0202, -4.4562], [1.3812, 1.0136, -5.2116], [2.4111, 0.2306, -7.3328], [2.0901, -1.0796, -6.1611], [3.6714, -0.9620, -6.9527], [5.4126, -3.8158, 1.0704], [4.6015, -2.8129, 1.6634], [3.2500, -3.2313, 1.8332], [2.9742, -3.6543, 3.2669], [3.7038, -4.8263, 3.6152], [4.8690, -4.5371, 4.3718], [6.4562, -3.5307, 1.2086], [5.2538, -4.7940, 1.5285], [5.2047, -3.8736, -0.0036], [3.0000, -4.0350, 1.1332], [2.6179, -2.3716, 1.5968], [1.9122, -3.9008, 3.3601], [3.1925, -2.8390, 3.9639], [4.5925, -4.3014, 5.4048], [5.4363, -3.7062, 3.9463], [5.5009, -5.4255, 4.3719]], "lowdin_charge": [-0.104, -0.088, -0.336, -0.292, 0.993, -0.389, -0.328, -0.209, -0.360, -0.046, -0.047, 0.064, 0.082, 0.080, 0.093, 0.098, 0.134, 0.131, 0.140, 0.144, 0.088, 0.054, 0.094, -0.102, -0.217, -0.188, -0.191, -0.201, -0.100, 0.091, 0.083, 0.090, 0.127, 0.122, 0.126, 0.104, 0.093, 0.080, 0.089, -0.111, -0.190, -0.190, -0.204, -0.188, -0.110, 0.089, 0.083, 0.088, 0.128, 0.120, 0.117, 0.113, 0.081, 0.083, 0.091, -0.105, -0.195, -0.209, -0.197, -0.189, -0.110, 0.090, 0.086, 0.083, 0.120, 0.113, 0.122, 0.127, 0.088, 0.083, 0.089, -0.108, -0.200, -0.194, -0.196, -0.191, -0.112, 0.090, 0.084, 0.085, 0.129, 0.103, 0.122, 0.128, 0.088, 0.083, 0.089], "gap_ha": 0.3593, "energy_ev": -60178.3303, "multiplicity": 1}